Below is one molecule with the formula C6H9N, with properties calculated with wB97M-V/def2-TZVPD.

Computed properties:
LUMO: 0.32 eV
energy relative to the best compared isomer or geometry (same formula, charge and spin): 82.1 kcal per mole
HOMO level: -7.25 eV
Kohn-Sham gap: 7.6 eV

Bonds (Å) are listed after each position.
Atoms and positions in Å:
1 N 0.476 -0.148 1.230  C6 1.460, C7 1.294, H12 1.018
2 C 2.245 -1.019 -0.358  C6 1.499, H9 1.099, H13 1.099, H14 1.093
3 C -1.613 1.232 -0.850  C5 1.549, H10 1.097, H11 1.094, H16 1.094
4 C -0.291 -0.782 -0.870  C5 1.521, C6 1.356
5 C -1.362 -0.073 -0.055  C3 1.549, C4 1.521, C7 1.501, H8 1.101
6 C 0.804 -0.722 -0.072  N1 1.460, C2 1.499, C4 1.356
7 C -0.765 0.217 1.291  N1 1.294, C5 1.501, H15 1.088
8 H -2.311 -0.617 0.072  C5 1.101
9 H 2.712 -1.746 0.321  C2 1.099
10 H -0.646 1.696 -1.078  C3 1.097
11 H -2.079 0.956 -1.800  C3 1.094
12 H 1.126 -0.036 2.005  N1 1.018
13 H 2.857 -0.108 -0.337  C2 1.099
14 H 2.293 -1.423 -1.372  C2 1.093
15 H -1.204 0.609 2.207  C7 1.088
16 H -2.242 1.964 -0.334  C3 1.094

These are the natural (NBO) partial charges, in e, on atoms 1 to 2: -0.434, -0.646